(1)
Formula: C26H34N5OSSi2Zn
Source: the OMol25 dataset
Level of theory: ωB97M-V/def2-TZVPD

Computed properties:
E_HOMO = -0.081 Eh

ORCA input file:
```
! wB97M-V def2-TZVPD RIJCOSX def2/J DEFGRID3
* xyz -1 1
Zn -0.11754 -0.92519 1.19201
C -2.03274 -2.37060 -1.41959
Si -2.38921 -0.51664 -1.55627
C -3.66720 -0.40739 -2.94216
C -3.33293 -0.03902 0.00573
C 0.47099 0.21194 -1.77792
C 1.04525 -2.10511 -1.20682
C 1.37042 -2.50227 -2.49837
C 1.83354 -3.78797 -2.66220
C 1.96437 -4.63018 -1.55024
C 1.61831 -4.12436 -0.31502
N 1.16733 -2.87979 -0.14072
Si 1.92192 1.33031 -1.69622
C 3.42717 0.18936 -1.51072
C 2.07186 2.28458 -3.30682
C 2.10730 2.59285 -0.29123
H -2.98267 -2.90677 -1.50511
H -1.58665 -2.64147 -0.45745
H -1.37369 -2.73538 -2.20751
H -4.58638 -0.91552 -2.63200
H -3.30756 -0.88699 -3.85358
H -3.90939 0.62688 -3.18883
H -4.29288 -0.56354 -0.00019
H -3.53153 1.03196 0.05125
H -2.80909 -0.32007 0.92032
H 1.24295 -1.79649 -3.30794
H 2.09101 -4.14568 -3.65176
H 2.31993 -5.64646 -1.64850
H 1.70264 -4.72378 0.58398
H 3.52187 -0.50684 -2.34546
H 3.35223 -0.40196 -0.59198
H 4.35025 0.77475 -1.45067
H 2.18727 1.61165 -4.15712
H 2.93536 2.95923 -3.27954
H 1.17551 2.88387 -3.47563
H 1.89573 2.13950 0.67972
H 1.41202 3.42386 -0.42300
H 3.12688 2.99335 -0.26763
O 0.52871 -0.91323 -0.90451
C -0.93759 0.69151 -2.05168
C -1.11039 0.89843 -3.54442
C -1.39335 2.07741 -4.12389
C -1.49794 3.29779 -3.35988
C -1.31976 3.22641 -2.00712
C -1.09599 2.02294 -1.29961
C -1.01639 2.06491 0.10007
N -0.54413 1.14812 1.02583
C -0.72138 1.73912 2.28485
C -1.26168 2.96144 2.16520
N -1.44951 3.16263 0.80628
H -0.97155 0.01355 -4.15788
H -1.49888 2.12582 -5.20423
H -1.64816 4.24751 -3.85584
H -1.30802 4.16625 -1.45613
H -0.45313 1.22547 3.18799
H -1.53638 3.69729 2.89855
H -1.92010 3.93986 0.38935
C 0.64518 0.27996 7.37211
C 0.72081 -0.75075 6.28300
C 1.75304 -1.67874 6.22946
C 1.74627 -2.52408 5.13766
N 0.81908 -2.48573 4.19234
C -0.16293 -1.58756 4.34406
S -1.46282 -1.54344 3.16794
N -0.22762 -0.71354 5.35498
H 0.92168 -0.14030 8.33891
H -0.36320 0.68322 7.41891
H 1.33270 1.09874 7.15143
H 2.51982 -1.73088 6.98891
H 2.52097 -3.27473 5.01255
*
```

Charges computed using Mulliken, reported in e: number 1, Zn, carries 0.46; number 2, C, carries -1.07; number 3, Si, carries 0.12; number 4, C, carries -1.40; number 5, C, carries -0.94; number 6, C, carries -1.32; number 7, C, carries 0.50; number 8, C, carries -0.30; number 9, C, carries -0.65; number 10, C, carries -0.59; number 11, C, carries -0.59; number 12, N, carries -0.25; number 13, Si, carries -0.15; number 14, C, carries -1.25; number 15, C, carries -1.12; number 16, C, carries -1.17; number 17, H, carries 0.50; number 18, H, carries 0.19; number 19, H, carries 0.28; number 20, H, carries 0.37; number 21, H, carries 0.33; number 22, H, carries 0.35; number 23, H, carries 0.47; number 24, H, carries 0.30; number 25, H, carries 0.10; number 26, H, carries 0.40; number 27, H, carries 0.43; number 28, H, carries 0.39; number 29, H, carries 0.45; number 30, H, carries 0.26; number 31, H, carries 0.28; number 32, H, carries 0.39; number 33, H, carries 0.28; number 34, H, carries 0.37; number 35, H, carries 0.29; number 36, H, carries 0.23; number 37, H, carries 0.24; number 38, H, carries 0.52; number 39, O, carries 1.23; number 40, C, carries 3.25; number 41, C, carries -0.95; number 42, C, carries -0.75; number 43, C, carries -1.50; number 44, C, carries -0.46; number 45, C, carries -0.41; number 46, C, carries -0.18; number 47, N, carries 1.19; number 48, C, carries -0.65; number 49, C, carries -0.97; number 50, N, carries -0.02; number 51, H, carries 0.31; number 52, H, carries 0.32; number 53, H, carries 0.24; number 54, H, carries 0.12; number 55, H, carries 0.25; number 56, H, carries 0.47; number 57, H, carries 0.20; number 58, C, carries -1.23; number 59, C, carries 0.97; number 60, C, carries -0.66; number 61, C, carries -0.21; number 62, N, carries -0.52; number 63, C, carries 0.44; number 64, S, carries -0.46; number 65, N, carries -0.48; number 66, H, carries 0.37; number 67, H, carries 0.34; number 68, H, carries 0.26; number 69, H, carries 0.37; number 70, H, carries 0.40

(2)
Formula: C26H35AsBrF5N4OSV
Source: the OMol25 dataset
Level of theory: ωB97M-V/def2-TZVPD

Computed properties:
⟨S²⟩ = 2.022
E_HOMO (alpha / beta) = -0.386 / -0.390 Eh

ORCA input file:
```
! wB97M-V def2-TZVPD RIJCOSX def2/J DEFGRID3
* xyz 1 3
V -0.18995 0.34869 0.56380
N -0.35099 2.40752 0.38319
C -0.72415 3.30826 1.51480
C -2.01461 2.90055 2.25685
C -2.72579 1.65379 1.75946
N -1.88101 0.43799 1.91373
H 0.53461 2.72088 -0.00889
H -1.02619 2.51760 -0.38474
H -0.83002 4.31873 1.12783
H 0.12046 3.31056 2.19620
H -2.73325 3.71771 2.19992
H -1.79235 2.77178 3.31947
H -2.97583 1.74932 0.70383
H -3.66276 1.54726 2.30555
H -2.40681 -0.37748 1.60828
H -1.65827 0.28878 2.89306
F 6.27541 2.13087 -2.75934
C 5.02997 1.74263 -2.50495
C 4.42779 2.08341 -1.31024
F 5.09089 2.81105 -0.41370
C 3.13363 1.67162 -1.05840
F 2.58581 2.06148 0.11377
C 2.40174 0.91219 -1.95968
S 0.75932 0.34054 -1.65343
C 3.03644 0.59346 -3.15160
F 2.40747 -0.15152 -4.07199
C 4.32929 0.99497 -3.43087
F 4.90558 0.65774 -4.58253
Br -2.11259 4.89641 -1.61368
C -3.16099 3.39798 -2.11291
C -4.24932 3.59671 -2.95013
C -4.99139 2.48434 -3.29996
C -4.62641 1.24126 -2.79994
C -3.52423 1.16656 -1.97288
N -2.78442 2.23174 -1.63355
H -4.49727 4.58520 -3.30791
H -5.85182 2.58862 -3.94962
H -5.19131 0.35158 -3.04426
H -3.21300 0.22621 -1.53450
C 0.30375 -3.33181 2.14057
N 1.59756 -3.38507 1.48332
C 2.53844 -4.16608 2.27342
C 2.10417 -2.06517 1.09184
C 2.04416 -0.99483 2.16283
C 3.00325 -0.99651 3.17217
C 2.92335 -0.11614 4.24372
C 1.86564 0.77647 4.31526
C 0.91956 0.79370 3.29621
C 0.98758 -0.06117 2.18523
H -0.08453 -4.34676 2.24638
H -0.40079 -2.75059 1.54292
H 0.34527 -2.87662 3.14036
H 2.16521 -5.18646 2.36781
H 2.68488 -3.76926 3.28779
H 3.50520 -4.20457 1.77080
H 1.52548 -1.73002 0.22580
H 3.13011 -2.20576 0.74791
H 3.83526 -1.68983 3.11396
H 3.67921 -0.13178 5.01946
H 1.77926 1.45862 5.15267
H 0.12109 1.52441 3.38049
C 0.46380 -3.24032 -1.62286
As -1.09332 -2.14967 -1.57233
C -2.54933 -3.35486 -1.27308
C -1.39057 -1.53445 -3.36036
O -1.26960 -1.09016 -0.22241
H 0.21711 -4.05531 -2.30388
H 0.70758 -3.62463 -0.63182
H 1.29505 -2.66129 -2.01222
H -2.51804 -4.15401 -2.01268
H -3.48820 -2.81281 -1.36189
H -2.46884 -3.77697 -0.27352
H -1.79055 -2.39993 -3.88904
H -0.44675 -1.20989 -3.78651
H -2.10512 -0.71747 -3.38835
*
```

Charges computed using Mulliken, reported in e: number 1, V, carries 0.22; number 2, N, carries 0.12; number 3, C, carries -0.95; number 4, C, carries -0.66; number 5, C, carries -0.51; number 6, N, carries -0.33; number 7, H, carries 0.29; number 8, H, carries 0.08; number 9, H, carries 0.49; number 10, H, carries 0.44; number 11, H, carries 0.48; number 12, H, carries 0.38; number 13, H, carries -0.14; number 14, H, carries 0.52; number 15, H, carries 0.16; number 16, H, carries 0.34; number 17, F, carries -0.29; number 18, C, carries 0.78; number 19, C, carries -0.05; number 20, F, carries -0.28; number 21, C, carries -0.62; number 22, F, carries -0.35; number 23, C, carries 0.64; number 24, S, carries -0.28; number 25, C, carries 0.22; number 26, F, carries -0.32; number 27, C, carries 0.01; number 28, F, carries -0.29; number 29, Br, carries -0.10; number 30, C, carries 0.22; number 31, C, carries -0.68; number 32, C, carries -0.30; number 33, C, carries -1.09; number 34, C, carries -0.62; number 35, N, carries -0.08; number 36, H, carries 0.45; number 37, H, carries 0.42; number 38, H, carries 0.45; number 39, H, carries 0.96; number 40, C, carries -0.81; number 41, N, carries 0.05; number 42, C, carries -1.00; number 43, C, carries -0.45; number 44, C, carries 1.17; number 45, C, carries -0.72; number 46, C, carries -0.90; number 47, C, carries -1.07; number 48, C, carries 0.32; number 49, C, carries 0.73; number 50, H, carries 0.45; number 51, H, carries -0.07; number 52, H, carries 0.33; number 53, H, carries 0.30; number 54, H, carries 0.35; number 55, H, carries 0.35; number 56, H, carries -0.97; number 57, H, carries 0.90; number 58, H, carries 0.57; number 59, H, carries 0.40; number 60, H, carries 0.45; number 61, H, carries 0.16; number 62, C, carries -0.86; number 63, As, carries 0.43; number 64, C, carries -1.21; number 65, C, carries -0.89; number 66, O, carries 0.00; number 67, H, carries 0.57; number 68, H, carries 0.20; number 69, H, carries 0.27; number 70, H, carries 0.45; number 71, H, carries 0.38; number 72, H, carries 0.34; number 73, H, carries 0.45; number 74, H, carries 0.31; number 75, H, carries 0.26

Calculated ΔE to the lowest compared entry with this formula, charge and spin (kJ/mol), listed in the same order as above: 526.4; 0.0
Calculated max |F| (hartree/bohr), listed in the same order as above: 0.0384; 0.0130